#one
{"formula": "H62O31", "method": "ωB97M-V/def2-TZVPD", "gap_ha": 0.3325, "total_charge": 0, "elements": ["O", "H", "H", "O", "H", "H", "O", "H", "H", "O", "H", "H", "O", "H", "H", "O", "H", "H", "O", "H", "H", "O", "H", "H", "O", "H", "H", "O", "H", "H", "O", "H", "H", "O", "H", "H", "O", "H", "H", "O", "H", "H", "O", "H", "H", "O", "H", "H", "O", "H", "H", "O", "H", "H", "O", "H", "H", "O", "H", "H", "O", "H", "H", "O", "H", "H", "O", "H", "H", "O", "H", "H", "O", "H", "H", "O", "H", "H", "O", "H", "H", "O", "H", "H", "O", "H", "H", "O", "H", "H", "O", "H", "H"], "xyz": [[-1.0857, 2.2474, -5.2964], [-0.5137, 1.7910, -4.6793], [-0.5292, 2.4220, -6.0553], [2.6860, -1.1211, 0.7507], [2.8658, -0.3313, 1.2607], [3.4306, -1.6959, 0.9280], [0.0595, -4.7739, -1.3983], [0.8191, -5.2698, -1.0929], [-0.5799, -5.4422, -1.6450], [-4.9083, -0.1680, 0.7951], [-5.8446, 0.0304, 0.8141], [-4.7119, -0.3106, -0.1307], [-4.9435, -0.4003, -1.8150], [-5.7915, -0.2786, -2.2418], [-4.7889, -1.3442, -1.8532], [6.2851, 0.9299, 0.5223], [5.5448, 0.9043, -0.0840], [6.6714, 0.0559, 0.4664], [-2.2413, -2.3202, 2.6036], [-2.4232, -3.1935, 2.2565], [-3.0727, -2.0346, 2.9824], [-0.0386, -1.5089, 3.8154], [-0.8409, -1.8172, 3.3942], [0.6671, -1.8487, 3.2653], [-4.9943, 2.5593, -2.2246], [-4.6210, 1.9794, -1.5608], [-5.0179, 3.4196, -1.8057], [-1.5317, 4.5779, 1.2989], [-2.0480, 4.0832, 0.6626], [-1.5567, 5.4797, 0.9790], [-3.8212, -3.1973, -1.4676], [-2.9277, -2.8550, -1.4933], [-3.7988, -3.9694, -2.0330], [4.5133, -4.1046, -0.0191], [4.0787, -4.6683, -0.6591], [5.0478, -4.7024, 0.5035], [-3.9459, 1.0482, 3.3112], [-4.2078, 1.0024, 4.2307], [-4.4192, 0.3302, 2.8908], [-3.3647, -0.0200, -4.8372], [-2.8221, 0.2374, -4.0919], [-3.6518, -0.9092, -4.6294], [-1.5197, 0.2543, 1.4552], [-1.6968, 0.6837, 2.2922], [-2.0226, -0.5593, 1.4918], [-1.9403, 0.6456, -2.6864], [-1.7888, -0.2992, -2.6623], [-1.0639, 1.0282, -2.7279], [-2.7615, 2.3156, -0.4395], [-2.4120, 1.8084, 0.2932], [-2.4055, 1.8885, -1.2186], [-0.2316, 3.0345, 3.2904], [-0.5684, 2.8416, 4.1653], [-0.8251, 3.7021, 2.9466], [2.3654, -2.9442, -1.7055], [1.8029, -3.7185, -1.6889], [2.3307, -2.6031, -0.8118], [0.9299, 1.6519, -3.0144], [1.5684, 2.3429, -2.8383], [1.1585, 0.9522, -2.4026], [-4.6744, 3.5159, 1.2832], [-3.8543, 3.1624, 0.9386], [-4.6717, 3.2700, 2.2083], [4.7405, -3.1795, -3.2314], [3.9556, -3.0198, -2.7073], [4.8581, -4.1291, -3.2042], [1.1068, 4.8624, 0.4020], [0.3432, 4.5663, 0.8976], [1.7280, 5.1533, 1.0696], [3.8805, -0.4608, -2.1549], [3.9356, -0.5460, -3.1067], [3.0197, -0.8151, -1.9317], [2.9898, -0.9963, 4.7257], [3.7630, -1.0073, 5.2898], [3.0103, -0.1357, 4.3071], [-1.0551, -2.3501, -2.1190], [-0.5758, -1.6297, -1.7098], [-0.5750, -3.1362, -1.8587], [4.4079, 2.0777, -1.3984], [4.2182, 1.1725, -1.6452], [4.6353, 2.5085, -2.2224], [0.2140, -0.4021, -0.5754], [0.8734, -0.8315, -0.0304], [-0.3604, 0.0423, 0.0481], [1.6186, 1.6688, 1.6494], [1.0933, 1.2537, 0.9652], [0.9889, 2.1780, 2.1597], [2.7389, 1.9173, 4.1842], [2.4304, 2.8081, 4.3504], [2.3851, 1.6977, 3.3224], [4.7128, -2.3764, 2.8593], [4.0613, -2.1354, 3.5178], [5.5110, -2.5423, 3.3609]]}

---

#two
{"formula": "H62O31", "method": "ωB97M-V/def2-TZVPD", "gap_ha": 0.3957, "total_charge": 0, "elements": ["O", "H", "H", "O", "H", "H", "O", "H", "H", "O", "H", "H", "O", "H", "H", "O", "H", "H", "O", "H", "H", "O", "H", "H", "O", "H", "H", "O", "H", "H", "O", "H", "H", "O", "H", "H", "O", "H", "H", "O", "H", "H", "O", "H", "H", "O", "H", "H", "O", "H", "H", "O", "H", "H", "O", "H", "H", "O", "H", "H", "O", "H", "H", "O", "H", "H", "O", "H", "H", "O", "H", "H", "O", "H", "H", "O", "H", "H", "O", "H", "H", "O", "H", "H", "O", "H", "H", "O", "H", "H", "O", "H", "H"], "xyz": [[0.6170, -2.8477, -0.5102], [0.5866, -3.4807, -1.2417], [0.0503, -3.2871, 0.1647], [-4.2066, -3.6411, 3.0370], [-4.5962, -2.9041, 2.5878], [-4.9172, -4.2833, 3.0575], [1.4389, 0.7692, 0.8338], [1.1420, 1.6410, 1.1451], [1.0168, 0.7827, -0.0544], [-1.5157, -3.6390, 1.9585], [-2.3425, -4.1185, 2.1880], [-1.7769, -2.7256, 2.2044], [-1.2002, -1.3320, 2.9047], [-0.2265, -1.5040, 2.7633], [-1.4807, -1.3097, 3.8548], [0.7245, 0.1624, -1.7144], [0.3001, 0.5392, -2.5037], [0.9661, -0.7299, -1.9220], [1.4663, -2.0220, -3.2694], [1.6788, -1.6680, -4.1389], [0.7603, -2.6653, -3.4011], [2.6576, 3.0650, 3.6266], [2.7990, 2.1098, 3.4615], [3.4106, 3.3815, 4.1160], [4.4812, 3.1014, 0.8657], [5.3949, 3.3555, 1.0636], [4.2401, 2.4345, 1.5310], [4.2183, -1.2306, 1.0166], [3.3366, -1.6068, 1.1426], [4.2268, -0.9206, 0.0698], [0.3434, 3.2142, -1.3997], [0.6209, 3.6425, -0.5654], [-0.5386, 2.8346, -1.1296], [1.3158, -1.5942, 2.0873], [1.5371, -0.7392, 1.6916], [1.4745, -2.2723, 1.4418], [-0.9072, 0.9128, -3.7212], [-0.9685, 1.7589, -4.2140], [-1.8670, 0.6721, -3.6993], [-3.9399, 1.0817, -2.1993], [-4.0410, 2.0426, -2.2726], [-3.1338, 0.9693, -1.6527], [-0.1547, -6.5352, -0.7152], [0.8249, -6.2894, -0.8040], [-0.1709, -7.4555, -0.7831], [1.4799, 5.3472, -0.4969], [2.2504, 5.1679, 0.0900], [1.7881, 5.0264, -1.3456], [-2.2865, -2.8675, -3.1783], [-2.5941, -2.6730, -2.2385], [-2.9834, -2.5421, -3.7738], [4.0503, -0.8126, -1.7623], [3.2597, -1.2932, -1.9536], [3.9950, 0.0622, -2.1164], [-4.7421, -1.3599, 1.4986], [-4.0697, -0.9338, 2.0268], [-4.2004, -1.4690, 0.6898], [0.5697, 3.7206, 1.8880], [1.3414, 3.8125, 2.5099], [0.3171, 4.5569, 1.5330], [-2.6582, -2.1829, -0.7189], [-2.1073, -1.4306, -0.8708], [-2.2407, -2.6185, 0.0334], [-1.6761, 0.6185, -0.4342], [-1.7429, 0.7779, 0.5399], [-0.7466, 0.6158, -0.6394], [-1.8287, 1.1057, 2.4515], [-1.1645, 1.8256, 2.4161], [-1.3378, 0.2942, 2.6679], [4.4551, 0.6961, 2.8669], [4.2667, 0.0001, 2.2010], [4.7081, 0.2795, 3.6792], [-2.4695, 3.3759, -0.5707], [-2.6814, 2.8392, 0.1862], [-2.4147, 4.3031, -0.2336], [-1.2110, 6.0175, 0.5098], [-0.4919, 6.0346, -0.1514], [-1.5765, 6.9027, 0.4610], [-2.8592, 0.0496, 4.8776], [-2.6732, 0.6312, 4.1065], [-3.7622, -0.1529, 4.8054], [-1.4362, 3.7745, -3.9266], [-0.9693, 3.8665, -3.0579], [-2.3548, 3.8252, -3.6778], [2.4578, -5.2179, -1.4277], [2.9304, -4.6443, -0.8131], [2.7718, -4.8339, -2.2734], [-0.3201, -4.6050, -3.1887], [-1.2717, -4.3170, -3.3779], [-0.4500, -5.3089, -2.4623], [3.1328, 2.1572, -1.7836], [2.4081, 1.5598, -1.5911], [3.4930, 2.3499, -0.8759]]}

---

In order of decreasing stability: #two, #one.

---

#one
{"formula": "C3H5ClN2", "method": "ωB97M-V/def2-TZVPD", "gap_ha": 0.3461, "smiles": "[H]/N=C/N/C=C\\Cl", "total_charge": 0, "elements": ["C", "C", "C", "H", "H", "H", "H", "H", "N", "N", "Cl"], "xyz": [[0.5882, -1.5706, 1.3621], [-0.0956, -0.9800, 0.3421], [-0.5652, 1.0325, -0.9268], [0.4792, -2.6098, 1.6799], [-0.9488, -1.4430, -0.1458], [1.1406, 0.6162, 0.1387], [-1.5789, 0.5511, -1.1203], [-0.9696, 2.6471, -1.8519], [0.2387, 0.2584, -0.1474], [-0.1941, 2.1636, -1.4047], [1.9053, -0.6655, 2.0740]]}

---

#two
{"formula": "C3H5ClN2", "method": "ωB97M-V/def2-TZVPD", "gap_ha": [0.3191, 0.3192], "total_charge": 0, "elements": ["C", "C", "C", "N", "N", "Cl", "H", "H", "H", "H", "H"], "xyz": [[-2.0232, -1.9360, -0.2430], [-0.6060, 0.4133, -1.1194], [-2.2769, -0.8755, 0.6221], [-1.9092, -2.8857, -0.8329], [-1.8778, 0.8588, -0.5009], [-1.4463, 2.1486, 0.6045], [-0.4102, 1.1147, -1.9974], [0.1796, 0.4328, -0.3840], [-0.8192, -0.6578, -1.3782], [-3.2479, -0.6690, 0.8672], [-1.5247, -0.8782, 1.4158]]}

---

In order of decreasing stability: #one, #two.

---

#one
{"formula": "C8H10DyN2O5", "method": "ωB97M-V/def2-TZVPD", "multiplicity": 6, "gap_ha": [0.2031, 0.2120], "s_squared": 9.326, "total_charge": 3, "elements": ["Dy", "O", "C", "C", "O", "C", "O", "C", "O", "C", "H", "H", "C", "H", "H", "C", "N", "C", "N", "O", "H", "H", "H", "H", "H", "H"], "xyz": [[0.2335, -0.4421, -1.2869], [-2.6929, -2.5778, -0.8061], [-1.8156, -1.8405, -0.9205], [1.8382, 1.2424, -0.5970], [2.4709, 2.0501, -0.0841], [-1.2146, 1.4417, -2.1194], [-1.8219, 2.3399, -2.5303], [1.4210, -1.8367, 0.2958], [1.8979, -2.3774, 1.2232], [1.4899, -1.9381, -3.9480], [1.5618, -2.9530, -3.5010], [0.5844, -1.7078, -4.5493], [2.4896, -1.0424, -3.8077], [2.4474, -0.0309, -4.2818], [3.4173, -1.2870, -3.2336], [-2.8138, 1.2606, 2.5716], [-1.3838, 1.0899, 2.8178], [-0.2605, 0.6846, 2.1804], [0.7732, 0.7717, 3.0759], [-0.1247, 0.2857, 0.9518], [-3.2677, 1.0710, 1.5798], [-3.0916, 2.2804, 2.8828], [-3.3607, 0.6694, 3.3233], [-1.1054, 1.2916, 3.7761], [1.7704, 0.4993, 2.9380], [0.5577, 1.0555, 4.0493]]}

---

#two
{"formula": "C8H10DyN2O5", "method": "ωB97M-V/def2-TZVPD", "multiplicity": 6, "gap_ha": [0.2528, 0.2585], "s_squared": 9.322, "total_charge": 3, "elements": ["Dy", "C", "O", "C", "O", "C", "O", "C", "O", "C", "H", "H", "C", "H", "H", "C", "N", "C", "N", "O", "H", "H", "H", "H", "H", "H"], "xyz": [[-0.1477, -0.4375, -1.2359], [-2.4628, -1.3276, -0.6650], [-3.4754, -1.7469, -0.3099], [-1.4264, -1.4039, -3.2561], [-2.0787, -1.8468, -4.0957], [0.1585, -2.7920, -0.6781], [0.3781, -3.8615, -0.2960], [-1.3079, 1.6096, -2.0589], [-1.8217, 2.5922, -2.3586], [2.2891, 0.0184, -1.5216], [2.2811, 1.0723, -1.1906], [2.8697, -0.6687, -0.8817], [1.8138, -0.3680, -2.7520], [1.8873, -1.4001, -3.1211], [1.3917, 0.3326, -3.4875], [-0.9885, 2.3291, 2.6735], [-0.0754, 1.2070, 2.8835], [0.2943, 0.2831, 2.0127], [1.1196, -0.6748, 2.4830], [-0.0902, 0.2606, 0.7767], [-1.3492, 2.3373, 1.6388], [-0.4781, 3.2700, 2.9186], [-1.8234, 2.2553, 3.3835], [0.2905, 1.0581, 3.8194], [1.3699, -1.4237, 1.8609], [1.3819, -0.6740, 3.4582]]}

---

In order of decreasing stability: #two, #one.

---

#one
{"formula": "ClH2NP2", "method": "ωB97M-V/def2-TZVPD", "gap_ha": [0.2703, 0.2460], "smiles": "[H]/N=P(\\Cl)=P\\[H]", "total_charge": 0, "elements": ["N", "P", "P", "Cl", "H", "H"], "xyz": [[-0.3599, -0.0372, -1.4732], [-0.1988, 1.9855, 0.4201], [-1.5643, 0.6620, -0.7672], [-2.4498, -0.6296, 0.4565], [-0.2675, -0.9681, -1.5115], [0.4069, 0.8097, 0.9496]]}

---

#two
{"formula": "ClH2NP2", "method": "ωB97M-V/def2-TZVPD", "gap_ha": 0.3109, "total_charge": 0, "elements": ["N", "P", "P", "Cl", "H", "H"], "xyz": [[0.6006, -0.9530, 0.8495], [-0.5001, -0.8665, -0.2365], [-1.8906, 0.5148, 0.7900], [-3.5606, 0.0105, -0.2079], [1.4252, -1.4877, 0.6060], [-1.2288, 1.6272, -0.5084]]}

---

In order of decreasing stability: #two, #one.